Record 1
68
Properties=species:S:1:pos:R:3 method="wB97M-V/def2-TZVPD" homo_lumo_gap_ev="6.1 / 5.5" spin_multiplicity=5 lumo_ev="-11.63 / -13.00" energy_ha=-2225.07513 charge=+4 homo_energy_ev="-17.76 / -18.52"
C -4.65 -1.59 0.48
C -2.93 -0.06 -1.30
H -0.29 -1.67 4.74
H 0.23 3.77 1.08
H 2.77 4.69 1.53
H -3.08 -1.05 1.95
C 2.53 1.69 0.29
H -5.55 -2.49 -1.35
H -0.90 1.79 -5.27
H 0.71 -6.33 -0.20
H -1.49 2.47 -1.59
H 0.04 0.31 -4.85
H 5.15 1.75 0.57
H -1.61 0.20 0.40
H -2.16 1.17 2.44
P 0.61 -4.14 -0.67
H -5.09 -2.42 1.09
C 4.76 2.75 0.82
C 1.65 2.99 -3.88
C 2.21 -3.63 -0.23
O 1.09 -0.25 -1.38
H -2.16 0.24 -1.96
P -0.14 0.50 3.69
H -0.99 -5.94 -0.13
P 0.32 2.01 -3.17
H 2.74 -4.38 -0.82
H -0.60 -4.88 -2.68
H 2.34 -2.56 -0.63
N 1.25 2.01 0.38
H 1.24 3.78 -4.53
H -1.81 -1.30 3.86
H 0.77 -3.71 -3.04
H 2.36 2.39 -4.48
C 0.64 -0.28 2.25
C -4.95 -1.64 -0.95
H 0.55 1.55 5.76
H -1.48 -0.53 5.46
H 1.91 0.65 4.99
C -2.61 -0.05 0.08
H 1.38 2.22 4.30
C 0.40 -4.53 -2.40
H -1.72 2.34 3.76
H -1.52 0.62 -4.04
H 2.97 0.78 -0.09
Pt -3.07 -1.98 -0.58
C 2.45 3.74 1.14
N 3.31 2.74 0.76
C 0.92 0.68 -2.07
H 1.12 -5.34 -2.51
H -4.08 -1.15 -2.87
C 1.03 1.29 4.79
H -0.80 2.29 2.21
H -1.37 3.72 -2.89
C 0.00 -5.60 0.16
C -1.32 1.67 2.97
H 2.22 -3.75 0.89
O 1.02 -0.66 1.22
C -1.02 -0.86 4.51
H 5.18 3.47 0.11
H 2.24 3.46 -3.08
H -0.20 3.71 -1.53
C 1.17 3.27 0.90
C -0.60 1.11 -4.45
H 5.11 3.02 1.83
C -3.48 -0.80 1.00
C -4.06 -0.85 -1.83
C -0.79 3.07 -2.20
H 0.15 -5.53 1.23

Record 2
14
Properties=species:S:1:pos:R:3 method="wB97M-V/def2-TZVPD" homo_lumo_gap_ev=11.4 lumo_ev=-3.22 energy_ha=-320.12660 charge=+1 homo_energy_ev=-14.64
N 1.87 1.29 -1.93
H -2.42 0.40 1.12
H 0.68 -2.09 -1.23
H 0.71 -1.89 0.40
C 0.27 -1.56 -0.44
H -0.92 0.43 2.94
C 1.26 0.63 -1.16
N 0.41 -0.08 -0.61
H 2.77 1.85 -2.14
N -1.45 0.70 1.01
O -0.64 0.21 2.02
H -1.28 1.76 0.70
H -0.73 -1.98 -0.49
H -0.52 0.34 -0.19

Record 3
19
Properties=species:S:1:pos:R:3 method="wB97M-V/def2-TZVPD" homo_lumo_gap_ev=12.5 lumo_ev=1.15 energy_ha=-198.87991 smiles=CCC.CC homo_energy_ev=-11.35
H 0.11 -0.57 2.53
H 0.19 -0.33 -2.45
H -0.39 -1.56 1.19
H 0.01 0.85 0.24
C -2.01 -0.93 2.49
H -1.09 1.19 -1.10
C -0.03 1.13 -0.81
H 0.25 2.18 -0.92
H 2.59 1.41 -1.66
C -0.57 -1.38 2.24
H 1.28 -0.53 -1.13
H -2.25 -0.06 1.88
H 1.61 1.76 -3.09
C 0.79 0.23 -1.73
C 1.93 0.96 -2.42
H -2.20 -0.74 3.55
H -2.70 -1.69 2.11
H 2.53 0.27 -3.02
H -0.34 -2.21 2.91

Record 4
20
Properties=species:S:1:pos:R:3 method="wB97M-V/def2-TZVPD" homo_lumo_gap_ev=9.6 lumo_ev=1.07 energy_ha=-324.42314 smiles=NCC[C@@H](N)CN homo_energy_ev=-8.55
H -0.22 -0.48 2.21
C 0.28 0.97 0.08
H 1.31 -1.31 -0.73
C -0.98 -0.63 1.44
H -2.51 -2.19 1.23
H 0.37 2.65 -1.11
H -1.76 0.10 1.63
C 0.55 1.58 -1.31
H -0.04 -2.33 -0.52
H -0.22 1.34 -2.04
N -1.71 -1.88 1.75
N 1.88 1.37 -2.06
H 2.12 2.35 -2.05
N 0.54 -1.60 -0.14
C -0.39 -0.48 0.10
H -1.39 -2.59 2.38
H -1.18 -0.33 -0.68
H 2.55 0.90 -1.45
H 1.19 0.91 0.69
H -0.39 1.64 0.58

Record 5
22
Properties=species:S:1:pos:R:3 method="wB97M-V/def2-TZVPD" homo_lumo_gap_ev="7.5 / 6.7" spin_multiplicity=3 lumo_ev="0.73 / -1.96" energy_ha=-1258.33956 homo_energy_ev="-6.73 / -8.65"
H -2.46 -0.61 1.75
C -1.41 1.75 -1.24
H 4.61 -2.00 0.17
C 0.87 0.87 -1.27
S 0.00 -1.43 2.58
C -3.01 0.98 0.43
H -3.51 2.44 -0.85
C 3.66 -1.40 0.06
S 3.46 -0.21 -1.20
H 0.95 1.60 -2.13
C -2.12 -0.01 0.84
H 2.62 -2.40 1.46
C -0.82 -0.05 0.31
H -3.90 1.09 0.87
C -0.43 0.83 -0.76
C 1.81 0.06 -0.68
H -0.50 -2.07 0.40
C -2.68 1.80 -0.64
C 2.56 -1.67 0.74
C 0.08 -1.08 0.78
H -1.25 2.41 -1.97
C 1.48 -0.90 0.34

Record 6
9
Properties=species:S:1:pos:R:3 method="wB97M-V/def2-TZVPD" homo_lumo_gap_ev=8.6 lumo_ev=3.34 energy_ha=-1265.92538 charge=-1 homo_energy_ev=-5.23
S 1.41 0.30 -0.34
C -0.23 0.10 -0.04
N -1.93 1.04 0.02
N -2.53 0.04 0.23
N -0.72 -1.06 0.12
O 1.96 1.59 -0.20
N -2.07 -1.15 0.33
Cl 2.37 -0.34 1.38
O 1.74 -0.51 -1.48

Record 7
12
Properties=species:S:1:pos:R:3 method="wB97M-V/def2-TZVPD" homo_lumo_gap_ev=9.2 lumo_ev=-6.70 energy_ha=-281.75322 charge=+1 homo_energy_ev=-15.92
H 1.09 -0.24 1.98
N -0.26 0.67 -1.81
H 2.35 0.27 1.05
C 1.42 -0.21 0.99
H -1.19 -1.14 0.49
C -1.34 0.20 -1.31
C -1.26 -0.08 0.13
H 1.80 -1.11 0.64
N 0.79 0.83 -1.05
H -2.20 -0.04 -2.00
N 0.56 0.36 0.08
H -1.77 0.49 0.82

Record 8
78
Properties=species:S:1:pos:R:3 method="wB97M-V/def2-TZVPD" homo_lumo_gap_ev="7.6 / 6.8" spin_multiplicity=3 lumo_ev="-2.05 / -3.75" energy_ha=-3360.73283 charge=+1 homo_energy_ev="-9.61 / -10.58"
H 0.77 -0.55 4.12
H 3.85 1.84 2.20
C 0.74 4.36 2.56
H 2.56 -1.96 0.70
H -0.93 2.27 -3.22
H -2.57 2.58 -3.86
H 1.30 4.96 3.27
H 1.97 2.65 2.85
N -1.32 2.04 -0.20
S -2.55 -3.06 3.03
C -2.00 2.04 -3.08
H -2.07 4.48 0.71
H -3.70 4.45 -2.37
C -2.37 -1.79 -1.89
H 3.77 1.08 0.64
H -0.87 -5.82 1.12
H 1.12 1.22 4.16
H 4.51 0.27 2.01
C -1.35 -5.48 2.02
H -2.19 0.97 -3.18
N 1.78 -0.86 -1.45
N -2.60 -0.44 2.38
H -0.40 -6.96 3.23
C 2.10 -1.74 1.67
C -3.09 4.39 -1.49
C -0.59 -5.87 3.28
H 4.90 -0.28 -4.69
H -3.52 -3.13 -3.23
H -3.81 0.47 -0.82
H -2.11 0.31 1.89
Si -2.61 2.55 -1.31
C -0.74 2.79 0.75
C -2.68 -2.48 -3.04
C 3.32 -0.60 -3.22
H 0.68 -2.98 -0.49
N 1.17 -3.10 -1.36
C -1.18 4.12 1.17
S 3.02 -2.34 -3.20
H 4.81 2.18 -4.46
H -3.59 4.78 -0.62
C 4.20 1.53 -3.86
H -1.15 -5.66 4.16
H -4.66 1.71 0.07
H -2.18 4.99 -1.65
H -0.72 5.90 2.23
N -1.36 -1.93 1.07
Au -0.19 0.18 -0.53
H 0.27 -0.76 -3.46
H -2.77 -0.23 3.34
C 3.40 2.14 -2.89
N 0.82 0.96 1.09
C -1.63 -3.99 1.88
H 2.76 -2.14 2.43
C 0.45 2.21 1.40
C -0.44 4.89 2.00
Si 2.02 0.08 2.09
H 1.29 -4.06 -1.70
C -0.66 -1.22 -3.20
H -4.85 1.58 -1.68
N -1.09 -3.28 0.97
C 1.12 3.07 2.32
H 1.14 -2.28 1.71
C 4.21 0.14 -3.99
H 2.37 0.01 4.56
C -4.12 1.53 -0.86
S -1.50 -2.23 -4.25
C 3.69 0.87 1.71
C 1.92 -2.08 -1.86
N -1.19 -1.10 -2.00
H -2.31 -6.01 1.97
H 2.15 1.82 -1.18
H -2.90 -1.80 -0.94
C -2.11 -1.68 2.10
C 2.58 0.02 -2.21
H 3.39 3.20 -2.75
C 2.70 1.38 -1.98
C 1.50 0.21 3.92
H 0.37 -5.32 3.38